[1]
The following is a quantum chemistry calculation of one molecule with the formula C20H24N4O in a non-equilibrium geometry, from the Open Molecules 2025 dataset.

Geometry as XYZ:
```
49
Properties=species:S:1:pos:R:3:forces:R:3
C -4.248639 -4.640033 0.452477 -0.338 -1.025 -0.373
C -3.401122 -3.451725 0.716824 0.691 0.623 0.431
C -2.120425 -3.874656 1.466140 0.237 1.917 -0.405
C -1.313340 -2.607439 1.765949 0.546 0.135 -0.304
C -1.368182 -2.067132 3.056277 0.237 0.087 -0.259
C -0.724148 -0.862661 3.323736 0.154 0.245 0.056
C 0.013291 -0.203778 2.349302 0.112 0.383 0.479
C 0.140024 -0.737917 1.073507 -0.251 -0.983 0.486
C -0.546423 -1.924235 0.759792 -0.716 -0.497 0.531
C -0.450510 -2.341610 -0.706062 0.252 -0.101 0.917
C 1.022764 -2.282465 -1.145168 -0.794 -0.124 -0.729
N 1.614219 -0.971914 -0.889337 0.802 0.732 0.089
C 2.855504 -0.673941 -1.509403 -1.130 0.339 0.466
O 3.295410 -1.439739 -2.338116 0.271 0.324 0.188
C 3.637107 0.582261 -0.977467 -0.672 0.511 -1.179
N 2.989832 1.946837 -1.050368 -0.692 -1.264 0.349
C 1.538465 1.956526 -1.351490 0.719 0.278 0.989
N 1.094085 3.352379 -1.495294 -0.652 -0.947 -0.876
C 0.011560 3.794577 -2.267665 0.968 0.071 1.311
N -0.292827 5.029324 -1.990432 0.581 0.639 0.199
C 0.634802 5.431122 -1.051992 0.657 0.157 0.673
C 0.725836 6.754061 -0.379221 -0.944 0.581 -0.247
C 1.480572 4.420563 -0.717542 -0.271 -0.338 0.054
C 0.868013 1.257923 -0.191518 0.269 -2.488 0.632
C 0.964321 -0.116136 0.034381 -0.588 3.151 -1.530
H -4.424990 -5.169459 1.388996 -0.153 -0.134 0.000
H -3.793912 -5.374445 -0.259071 -0.371 0.685 0.435
H -5.195955 -4.275860 0.085272 -0.477 -0.373 -0.351
H -3.156667 -2.943512 -0.242250 -0.042 -0.100 0.689
H -3.961420 -2.730763 1.369761 0.504 -0.450 -0.633
H -2.378015 -4.391253 2.385707 -0.030 -0.001 0.152
H -1.521966 -4.536956 0.864927 0.153 -0.478 -0.347
H -1.897812 -2.590388 3.862598 0.147 0.196 -0.447
H -0.744961 -0.408062 4.310829 -0.165 -0.219 -0.062
H 0.502365 0.740876 2.621352 -0.075 -0.484 -0.236
H -0.879725 -3.346151 -0.888232 0.404 0.526 0.051
H -1.015706 -1.622047 -1.302561 -0.104 -0.020 -0.073
H 1.593000 -3.043062 -0.619564 0.156 -0.244 -0.179
H 1.014646 -2.448081 -2.234050 0.501 -0.142 0.422
H 4.564956 0.644741 -1.553478 -0.236 -0.252 0.006
H 3.916833 0.297835 0.024050 -0.083 0.247 0.684
H 3.499842 2.620929 -1.586864 0.265 -0.062 -0.589
H 1.274226 1.438504 -2.274824 0.063 -0.049 -0.278
H -0.564283 3.237580 -2.973234 0.179 -0.726 -0.187
H 0.861211 7.581088 -1.076814 -0.032 -0.021 -0.070
H -0.205462 6.925547 0.153263 -0.251 0.263 0.031
H 1.501039 6.827324 0.374502 0.327 -0.349 -0.068
H 2.238014 4.385105 0.067286 -0.246 -0.198 -0.586
H 0.354550 1.850317 0.565093 0.117 -0.023 -0.308
```
Positions in Å, forces in eV/Å.

Values from the calculation:
**SMILES**: CCCc1cccc2c1CCN1C(=O)CN[C@H](n3cnc(C)c3)C=C21
**Charge**: 0
**E_tot**: -29137.1082 eV
**Energy above the lowest of the compared OMol25 structures with the same formula, charge and spin**: 49.28 kcal per mole
**Gap between HOMO and LUMO**: 8.962 eV

Here are the Mulliken charges for atoms 1 to 2, given in e: number 1, C, carries -1.32; number 2, C, carries 0.07



[2]
The following is a quantum chemistry calculation of a 3-piece molecular cluster, C20H25BClF16NO4Si overall in a non-equilibrium geometry, from the Open Molecules 2025 dataset.

Geometry as XYZ:
```
69
Properties=species:S:1:pos:R:3:forces:R:3
C 0.933452 -1.706483 1.972106 -0.655 0.398 -0.020
C 1.094779 -0.280867 1.427704 -0.140 -1.429 0.018
Cl 0.074712 0.756277 2.479356 0.175 0.387 -0.047
C 0.611896 -0.276509 -0.014565 0.227 0.483 -0.154
Si 0.947642 1.263487 -1.060363 -0.009 0.009 0.095
O 2.278621 0.870697 -1.992403 -0.260 -0.143 -0.018
C -0.499555 1.593753 -2.247962 0.003 0.040 0.014
C -1.638092 2.375974 -1.647727 -0.378 0.288 0.057
C -2.192811 2.048111 -0.403554 0.079 0.087 0.002
C -3.217782 2.798331 0.168155 0.170 0.002 -0.441
C -3.740667 3.893248 -0.518133 0.210 -0.305 -0.004
C -3.224158 4.218471 -1.769854 0.036 -0.110 0.155
C -2.181962 3.476846 -2.322997 -0.094 -0.088 0.300
B 1.329515 2.985016 -0.033047 0.104 -0.046 0.172
N 2.657683 3.600754 -0.142654 -0.567 0.179 0.548
O 0.362589 3.625652 0.723526 0.398 0.809 -0.665
H 1.359079 -2.441561 1.293280 0.291 -0.014 0.087
H -0.146144 -1.865980 1.988647 -0.010 -0.304 0.054
H 1.294399 -1.821046 2.988600 0.187 -0.040 -0.007
H 2.134990 0.018506 1.525081 -0.050 0.402 0.004
H 1.156937 -1.077760 -0.522105 0.032 0.001 -0.109
H -0.439348 -0.564405 -0.056850 -0.070 0.018 0.090
H 2.208665 1.171128 -2.900063 0.230 0.034 -0.091
H -0.854634 0.651548 -2.675774 -0.016 -0.099 0.066
H -0.106040 2.169863 -3.090160 0.052 -0.010 -0.062
H -1.815861 1.187800 0.133944 0.057 0.030 0.088
H -3.594182 2.510240 1.139231 -0.072 0.046 0.050
H -4.541356 4.469913 -0.078120 -0.033 0.086 -0.036
H -3.637230 5.057763 -2.312513 0.028 0.034 -0.055
H -1.790620 3.747193 -3.295233 0.026 0.026 -0.037
H 2.520942 4.605177 -0.033264 0.080 0.025 0.191
H 3.232893 3.344333 0.658280 0.388 -0.293 -0.390
H -0.404906 3.943866 0.238039 -0.424 -0.491 0.191
F -3.386442 -0.593920 -3.287003 -0.056 0.002 0.022
C -3.659638 -0.396208 -1.978443 0.124 0.008 -0.050
F -2.687797 -1.014393 -1.260909 -0.018 0.025 0.014
C -5.008325 -1.002348 -1.594311 -0.019 -0.251 -0.141
F -4.976071 -2.342216 -1.744219 0.004 0.036 0.018
F -5.142509 -0.735418 -0.260645 -0.008 0.063 0.033
C -6.259163 -0.421775 -2.265405 -0.388 0.365 0.210
O -6.793476 -1.138243 -3.359127 0.325 -0.351 0.035
C -6.392140 -0.916786 -4.642949 -0.162 0.084 -0.023
F -5.563548 0.134998 -4.751995 0.044 0.015 0.017
F -7.497960 -0.636643 -5.373280 -0.021 0.091 -0.031
C -5.779959 -2.177803 -5.266873 -0.020 -0.028 -0.021
F -4.705407 -2.575712 -4.560339 0.012 0.002 -0.036
F -5.384574 -1.885953 -6.525722 0.017 -0.032 -0.018
H -3.631875 0.672487 -1.757628 -0.067 -0.025 -0.032
H -7.031551 -0.489301 -1.500953 -0.009 -0.014 -0.008
H -6.128988 0.636644 -2.493618 0.166 -0.037 -0.063
H -6.520276 -2.979275 -5.290161 0.001 -0.004 -0.001
F 5.191346 -2.870296 5.535363 -0.002 0.005 0.017
C 4.261133 -1.943079 5.236574 -0.083 0.027 0.017
F 3.038605 -2.490558 5.419362 0.030 -0.016 0.020
C 4.379434 -1.503575 3.774974 0.097 -0.145 -0.177
F 4.108385 -2.538011 2.955705 -0.039 0.008 0.036
F 3.389046 -0.572649 3.613678 0.060 0.092 0.062
C 5.676008 -0.810056 3.335051 0.106 0.534 -0.069
O 6.630364 -1.602722 2.662883 -0.276 -0.390 0.004
C 7.601652 -2.295411 3.324185 0.121 0.127 -0.063
F 7.628113 -2.018500 4.638784 -0.034 -0.006 0.041
F 8.794442 -1.918251 2.807800 0.061 0.059 0.050
C 7.485664 -3.804463 3.072602 0.018 -0.020 -0.028
F 6.289979 -4.257267 3.494841 0.029 -0.023 0.015
F 8.456451 -4.432321 3.771163 -0.001 -0.041 -0.004
H 4.368487 -1.085091 5.905348 0.019 -0.016 0.011
H 5.355939 -0.088349 2.584881 0.000 -0.012 -0.012
H 6.118844 -0.241770 4.153589 -0.028 -0.140 0.109
H 7.602361 -4.015101 2.008192 -0.002 -0.005 -0.001
```
Positions in Å, forces in eV/Å.

Values from the calculation:
**SMILES**: C[C@H](Cl)C[Si@@](O)(Cc1ccccc1)B(N)O.FC(F)C(F)(F)COC(F)(F)C(F)F.FC(F)C(F)(F)COC(F)(F)C(F)F
**Charge**: 0
**E_tot**: -95385.6099 eV
**Gap between HOMO and LUMO**: 9.406 eV

Here are the Mulliken charges for atoms 1 to 2, given in e: number 1, C, carries -1.53; number 2, C, carries 0.47



[3]
The following is a quantum chemistry calculation of C20H25Br3Cl12O15 as an isolated structure in a non-equilibrium geometry, from the Open Molecules 2025 dataset.

Geometry as XYZ:
```
75
Properties=species:S:1:pos:R:3:forces:R:3
C 0.215484 2.322269 4.894491 -0.475 0.417 0.093
Br -0.265944 0.808266 6.008230 0.103 0.433 0.061
Br 0.537584 4.022792 5.844927 -0.070 -0.967 -0.180
Br -1.200654 2.619911 3.581385 0.441 0.207 0.416
H 1.146211 2.025716 4.428723 -0.076 0.205 -0.252
C -3.207762 -1.460654 -3.647143 0.333 0.530 0.258
Cl -2.027116 -0.460057 -2.767276 0.395 0.131 -0.263
Cl -4.441347 -1.870631 -2.497247 -0.629 -0.515 -0.096
Cl -2.450808 -2.871970 -4.359968 0.004 -0.029 -0.015
H -3.612807 -0.825339 -4.425677 -0.057 -0.187 -0.063
C 3.001467 1.348144 -4.181133 -0.479 0.195 0.151
Cl 3.172674 2.562330 -5.422847 0.243 0.395 -0.322
Cl 1.468884 1.646730 -3.310093 0.204 -0.164 -0.070
Cl 4.359621 1.354414 -3.059228 -0.182 -0.194 -0.207
H 2.890623 0.410522 -4.711456 0.251 -0.213 0.390
C -0.367288 -2.847757 3.301704 -0.121 0.513 -0.026
Cl 0.758212 -3.681802 2.232939 0.014 -0.091 -0.369
Cl -0.629882 -3.835474 4.723506 -0.130 0.133 0.156
Cl -1.898273 -2.400145 2.513458 0.227 -0.404 0.050
H 0.108040 -1.902696 3.546634 -0.010 -0.131 0.358
C -1.829263 4.497631 -2.768371 -0.506 -0.801 -0.573
Cl -1.110818 3.566385 -1.449333 0.417 0.234 -0.090
Cl -3.580584 4.493338 -2.464485 0.436 0.353 -0.373
Cl -1.435529 3.769217 -4.364726 -0.197 0.041 0.495
H -1.414154 5.491606 -2.858420 -0.177 0.130 0.570
C 0.064033 -4.785168 -2.174774 -1.172 0.334 0.128
C 0.272517 -3.514708 -1.266524 -0.033 -2.286 -0.876
O -0.994335 -3.401632 -0.664957 -0.209 1.744 0.980
C -1.909347 -4.256354 -1.122607 0.313 -0.891 -0.419
O -3.060858 -4.280057 -0.840853 -0.249 0.324 0.308
O -1.317461 -5.140395 -1.934476 0.069 -0.045 -0.334
H 0.596844 -5.685408 -1.880821 0.600 0.351 -0.247
H 0.091880 -4.542029 -3.235662 0.587 -0.222 0.025
H 0.514060 -2.639061 -1.863592 0.056 0.112 0.218
H 1.012883 -3.791076 -0.520120 0.084 0.649 0.128
C -5.201158 -0.076895 1.286064 -1.580 -1.995 -0.596
C -5.689684 0.391897 -0.056619 -0.031 1.115 -0.380
O -5.282525 1.781013 -0.045447 0.364 0.053 -0.286
C -4.250187 1.913423 0.806565 -0.473 -0.200 0.301
O -3.569739 2.878618 0.937985 0.157 -0.085 -0.107
O -4.118429 0.778676 1.554989 0.269 -0.167 0.228
H -5.020888 -1.148783 1.121910 1.341 0.258 0.354
H -5.979592 -0.168187 2.047891 0.205 1.135 0.366
H -6.756154 0.411699 -0.261211 -0.037 -0.352 0.244
H -5.152608 -0.135615 -0.848460 -0.153 0.334 0.008
C 4.385621 -2.599483 1.382727 -0.611 1.429 -0.216
C 3.988618 -1.566139 0.313589 0.041 -0.065 0.115
O 4.659568 -2.038603 -0.854641 0.421 0.492 -0.235
C 4.993797 -3.313588 -0.685411 -0.188 -0.742 -0.422
O 5.405165 -4.031355 -1.543362 0.122 0.078 0.124
O 4.720799 -3.724374 0.571527 0.035 -0.170 0.923
H 3.554929 -2.717079 2.076293 -0.141 -0.847 -0.274
H 5.194370 -2.232989 2.017984 0.488 -0.360 -0.426
H 4.342618 -0.563763 0.544531 -0.229 0.030 -0.058
H 2.928396 -1.577271 0.052215 0.142 0.125 0.477
C 2.364741 3.582798 0.162904 -1.190 -0.787 0.870
C 1.814040 4.719457 1.033291 0.750 0.469 -0.624
O 2.037248 4.300575 2.370303 0.440 0.139 -0.097
C 2.937315 3.283211 2.349336 -0.751 0.119 0.151
O 3.564731 2.923709 3.282740 0.223 -0.289 0.454
O 2.941002 2.702444 1.140535 0.578 -0.116 -0.671
H 3.120615 3.844370 -0.568383 -0.076 0.136 -0.080
H 1.499525 3.082236 -0.273049 0.444 -0.244 -0.429
H 0.755714 4.906015 0.883189 0.017 0.120 0.010
H 2.440539 5.584573 0.798280 -0.478 0.390 0.433
C 0.283054 0.303018 -0.391468 -0.329 -0.843 -0.833
C -1.009545 0.248334 0.411170 1.096 0.671 -1.011
O -0.500300 0.411502 1.738480 -0.726 -0.836 -0.609
C 0.785388 0.047421 1.757834 0.447 0.585 1.068
O 1.402829 -0.040687 2.783117 0.113 -0.347 -0.503
O 1.289353 -0.114245 0.519876 -0.188 0.304 0.549
H 0.481439 1.288555 -0.809138 0.310 -0.145 0.066
H 0.239806 -0.479761 -1.149879 0.198 0.507 -0.396
H -1.457353 -0.710182 0.152017 -0.528 -0.015 0.995
H -1.599850 1.108593 0.105518 -0.500 -0.173 0.505
```
Positions in Å, forces in eV/Å.

Values from the calculation:
**Charge**: 0
**E_tot**: -412253.4974 eV
**Gap between HOMO and LUMO**: 9.550 eV

Here are the Mulliken charges for atoms 1 to 2, given in e: number 1, C, carries 0.00; number 2, Br, carries -0.08



[4]
The following is a quantum chemistry calculation of one molecule with the formula C20H25BrN2O3, from the Open Molecules 2025 dataset.

Geometry as XYZ:
```
51
Properties=species:S:1:pos:R:3:forces:R:3
C -2.700273 -4.685853 -1.841121 -0.173 0.109 0.107
C -3.410147 -3.814699 -0.813676 0.281 0.082 0.050
C -2.431375 -3.284734 0.242079 -0.227 -0.193 -0.086
N -3.032905 -2.492454 1.302156 -0.254 -0.080 0.284
C -3.443933 -1.159472 0.905341 -0.180 -0.113 -0.065
C -2.261918 -0.231026 0.798153 -0.051 0.196 -0.100
C -1.083573 -0.515253 1.476569 0.215 0.174 -0.058
C 0.013874 0.322968 1.403772 -0.008 0.250 -0.099
O 1.196384 -0.022512 2.023690 -0.108 -0.073 -0.298
C 1.471290 0.691291 3.228924 0.137 0.214 0.478
C 2.851328 0.285511 3.716292 -0.396 0.045 -0.230
C -0.053116 1.504239 0.648359 -0.082 -0.356 0.190
O 1.040497 2.333520 0.677469 -0.194 -0.037 0.207
C 1.564621 2.802120 -0.546660 0.252 0.104 -0.363
C 2.629884 1.873570 -1.161680 -0.410 0.229 0.244
O 3.106881 2.144555 -2.242647 0.059 0.126 -0.169
N 2.938332 0.814190 -0.386544 -0.202 -0.171 0.512
C 3.858200 -0.212420 -0.632284 0.261 -0.187 -0.205
C 4.759198 -0.181927 -1.691357 -0.023 0.173 -0.112
C 5.652680 -1.224943 -1.858000 0.007 -0.109 0.089
C 5.659921 -2.297285 -0.982608 0.103 -0.100 -0.050
C 4.758419 -2.328501 0.069016 0.016 0.007 0.006
C 3.860382 -1.294058 0.246466 -0.020 0.039 -0.020
C -1.227672 1.807801 -0.022082 0.187 0.099 0.028
C -2.305669 0.943282 0.058707 -0.075 -0.054 -0.044
Br -3.894612 1.439319 -0.870449 0.107 0.015 0.045
H -2.229375 -5.539135 -1.357719 0.080 -0.114 -0.005
H -3.406164 -5.055702 -2.580920 0.019 -0.076 -0.105
H -1.929690 -4.116070 -2.355609 0.102 0.009 -0.094
H -3.893522 -2.979274 -1.325065 -0.081 0.007 0.048
H -4.190346 -4.397426 -0.315501 -0.045 0.051 0.024
H -1.664416 -2.672720 -0.239699 0.073 -0.086 -0.006
H -1.932924 -4.133617 0.720910 0.099 0.018 -0.137
H -3.822328 -2.996418 1.691867 0.104 0.108 0.008
H -4.115481 -0.765658 1.676889 -0.026 -0.036 -0.125
H -4.000738 -1.144970 -0.045140 0.087 0.047 0.186
H -1.027881 -1.424109 2.054264 0.053 -0.109 0.072
H 0.707181 0.437734 3.976539 0.056 0.038 -0.128
H 1.429463 1.770538 3.038116 -0.036 -0.145 0.012
H 2.892037 -0.790203 3.866120 0.042 -0.103 0.050
H 3.609020 0.564921 2.988478 0.111 0.033 -0.048
H 3.065146 0.783047 4.657757 0.058 0.043 0.098
H 2.044826 3.761987 -0.333225 -0.052 -0.145 -0.093
H 0.790336 2.968924 -1.301278 0.093 -0.047 0.073
H 2.422519 0.709886 0.484731 0.042 0.138 -0.198
H 4.752762 0.650542 -2.374648 -0.012 0.027 -0.011
H 6.351239 -1.195361 -2.680980 0.052 0.011 -0.070
H 6.362450 -3.105778 -1.118857 0.054 -0.069 -0.013
H 4.754247 -3.163254 0.754558 -0.012 -0.059 0.058
H 3.149922 -1.317820 1.059763 -0.085 0.002 0.080
H -1.310338 2.717305 -0.597486 0.003 0.070 -0.017
```
Positions in Å, forces in eV/Å.

Values from the calculation:
**SMILES**: CCCNCc1cc(OCC)c(OCC(=O)Nc2ccccc2)cc1Br
**Charge**: 0
**E_tot**: -100311.0839 eV
**Energy above the lowest of the compared OMol25 structures with the same formula, charge and spin**: 0.65 kcal per mole
**Gap between HOMO and LUMO**: 9.057 eV

Here are the Mulliken charges for atoms 1 to 2, given in e: number 1, C, carries -1.34; number 2, C, carries -0.14